1.
C22H48BrN4O3P | ωB97M-V/def2-TZVPD

```
! RIJCOSX wB97M-V def2-TZVPD def2/J DEFGRID3
* xyz 1 2
C -1.760 -1.326 -0.367
C -0.772 -0.289 0.112
O -1.355 0.381 1.247
C -0.614 1.287 1.972
C -1.563 2.215 2.754
C -3.055 2.072 2.496
C -3.811 3.242 3.101
Br -3.831 0.421 3.174
C 0.396 2.099 1.151
N 1.022 3.079 2.016
C 1.572 2.560 3.274
C 2.991 3.078 3.561
C 3.025 4.247 4.551
C 4.404 4.923 4.568
C 2.623 3.773 5.952
C 1.589 1.040 3.297
N 0.271 0.410 2.923
P -0.712 -0.374 4.363
N 0.588 -1.462 4.674
O -0.416 0.690 5.529
H -1.236 -2.152 -0.843
H -2.440 -0.920 -1.112
H -2.343 -1.703 0.472
H 0.184 -0.753 0.397
H -0.552 0.450 -0.660
H -1.315 3.226 2.426
H -1.355 2.206 3.826
H -3.220 2.032 1.422
H -3.807 3.192 4.190
H -4.846 3.245 2.767
H -3.356 4.187 2.796
H -0.168 2.616 0.371
H 1.097 1.416 0.655
H 1.713 3.621 1.514
H 0.932 2.902 4.094
H 3.461 3.364 2.616
H 3.608 2.270 3.970
H 2.274 4.972 4.224
H 4.319 6.008 4.578
H 4.974 4.633 5.451
H 5.003 4.656 3.697
H 1.548 3.607 6.052
H 2.894 4.508 6.709
H 3.140 2.842 6.202
H 1.857 0.687 4.293
H 2.352 0.655 2.618
H 0.493 -0.384 2.321
H 0.339 -2.089 5.437
H 0.828 -2.067 3.893
H 0.479 0.679 5.911
C 0.194 -1.375 -6.199
C 0.383 -2.247 -4.943
C 1.154 -3.539 -5.254
C 0.342 -4.590 -6.002
C -0.974 -4.880 -5.289
C -1.818 -3.619 -5.067
N -0.940 -2.634 -4.336
O -0.924 -2.784 -3.068
C -2.341 -3.065 -6.392
C -3.018 -3.926 -4.179
C 1.150 -1.435 -3.902
H -0.792 -0.918 -6.225
H 0.927 -0.569 -6.194
H 0.335 -1.938 -7.121
H 1.505 -3.966 -4.310
H 2.042 -3.262 -5.829
H 0.162 -4.280 -7.035
H 0.928 -5.508 -6.061
H -1.575 -5.597 -5.854
H -0.766 -5.328 -4.313
H -2.873 -2.126 -6.235
H -3.047 -3.789 -6.799
H -1.570 -2.905 -7.139
H -2.718 -4.385 -3.242
H -3.677 -4.610 -4.714
H -3.575 -3.015 -3.955
H 0.578 -0.553 -3.606
H 2.088 -1.105 -4.353
H 1.369 -2.022 -3.015
*
```

Properties
energy relative to the best compared isomer or geometry (same formula, charge and spin)	0.000	eV
gap between HOMO and LUMO (spin up / spin down)	7.34 / 8.71	eV

These are the Mulliken partial charges, in e, on atoms 1 to 2: C -1.345; C -0.210

=====

2.
C5H10S | ωB97M-V/def2-TZVPD

```
! RIJCOSX wB97M-V def2-TZVPD def2/J DEFGRID3
* xyz 0 1
C 2.328 0.197 0.607
C -0.140 0.671 -0.604
C -0.873 1.286 0.400
C -1.471 0.127 -0.296
C -2.056 -0.977 0.438
H 2.627 -0.500 1.867
H 3.474 0.221 -0.378
H 1.354 1.337 0.740
H -0.104 1.146 -1.602
H -0.904 0.974 1.475
H -1.079 2.448 0.077
H -1.968 0.644 -1.122
H -1.812 -1.919 -0.214
H -3.416 -0.855 0.187
H -1.718 -1.002 1.770
S 1.051 -0.645 -0.379
*
```

Properties
energy relative to the best compared isomer or geometry (same formula, charge and spin)	9.641	eV
gap between HOMO and LUMO	8.78	eV

These are the natural (NBO) partial charges, in e, on atoms 1 to 2: C -0.860; C -0.390

=====

3.
C35H50BrCrN3O7SSi3 | ωB97M-V/def2-TZVPD

```
! RIJCOSX wB97M-V def2-TZVPD def2/J DEFGRID3
* xyz -1 2
Cr 1.009 0.024 -0.157
O -2.306 -1.056 -4.314
C -1.509 -0.011 -4.686
C -1.738 0.577 -5.922
C -0.955 1.648 -6.325
C 0.046 2.141 -5.500
C 0.279 1.542 -4.271
C -0.481 0.456 -3.865
C -0.220 -0.248 -2.556
O 0.898 0.260 -1.895
N -1.421 -0.115 -1.724
N -1.074 -0.285 -0.377
C -2.022 -0.063 0.445
C -1.801 0.050 1.875
Br 0.003 -0.023 2.424
C -2.751 0.294 2.781
C -4.198 0.334 2.504
C -4.953 1.400 2.994
C -6.311 1.477 2.736
C -6.937 0.480 2.000
C -6.200 -0.597 1.531
C -4.839 -0.673 1.784
H -2.271 -1.145 -3.349
H -2.535 0.192 -6.543
H -1.138 2.107 -7.288
H 0.642 2.990 -5.807
H 1.051 1.906 -3.608
H -0.079 -1.310 -2.755
H -1.753 0.853 -1.798
H -3.020 0.158 0.079
H -2.448 0.517 3.798
H -4.460 2.182 3.558
H -6.882 2.318 3.106
H -7.999 0.541 1.797
H -6.685 -1.384 0.969
H -4.271 -1.528 1.441
C -2.388 6.646 4.132
C -1.886 5.779 3.010
C -1.693 6.296 1.734
C -1.199 5.504 0.707
C -0.903 4.173 0.947
C -1.086 3.642 2.216
C -1.572 4.441 3.237
S -0.353 3.133 -0.401
O 0.254 4.046 -1.343
O -1.558 2.456 -0.855
N 0.646 2.095 0.229
C 1.820 2.743 0.796
C 2.961 1.758 0.965
O 4.017 2.124 1.444
O 2.718 0.542 0.573
H -2.816 7.573 3.751
H -1.579 6.910 4.815
H -3.154 6.133 4.715
H -1.928 7.336 1.542
H -1.035 5.910 -0.281
H -0.828 2.607 2.394
H -1.700 4.023 4.229
H 1.619 3.161 1.791
H 2.188 3.567 0.177
C 4.998 0.007 -1.602
O 3.990 -0.970 -1.575
Si 3.685 -1.986 -0.288
C 4.521 -3.598 -0.858
C 4.815 -1.585 1.168
C 1.830 -2.128 -0.042
Si 1.455 -2.971 1.570
C 2.079 -2.003 3.088
C 2.239 -4.666 1.915
C -0.399 -3.366 1.792
Si 1.231 -3.222 -1.450
C 1.943 -2.678 -3.123
C 1.711 -5.070 -1.415
C -0.660 -3.392 -1.583
H 5.982 -0.443 -1.784
H 5.043 0.578 -0.673
H 4.786 0.697 -2.422
H 5.583 -3.350 -0.956
H 4.182 -3.957 -1.827
H 4.444 -4.418 -0.145
H 5.808 -1.395 0.748
H 4.913 -2.467 1.806
H 4.542 -0.726 1.768
H 2.258 -0.943 2.913
H 3.032 -2.428 3.407
H 1.381 -2.110 3.923
H 3.325 -4.669 1.818
H 1.836 -5.468 1.303
H 2.004 -4.896 2.960
H -1.049 -2.807 1.119
H -0.715 -3.169 2.819
H -0.567 -4.428 1.596
H 2.917 -3.150 -3.253
H 2.107 -1.609 -3.230
H 1.296 -3.039 -3.929
H 2.605 -5.304 -0.847
H 1.887 -5.390 -2.446
H 0.894 -5.679 -1.021
H -1.245 -2.495 -1.418
H -0.995 -4.135 -0.857
H -0.910 -3.780 -2.576
*
```

Properties
gap between HOMO and LUMO (spin up / spin down)	7.22 / 6.97	eV

These are the Mulliken partial charges, in e, on atoms 1 to 2: Cr 0.229; O -0.767

=====

4.
C24H28N2O7 | ωB97M-V/def2-TZVPD

```
! RIJCOSX wB97M-V def2-TZVPD def2/J DEFGRID3
* xyz 0 1
C 3.003 9.758 2.367
O 2.792 8.415 1.961
C 1.635 8.175 1.319
O 0.821 9.038 1.095
C 1.484 6.757 0.929
C 2.461 5.804 1.210
C 2.273 4.494 0.828
C 1.109 4.106 0.160
N 0.985 2.763 -0.193
C -0.034 2.133 -0.849
O -1.043 2.674 -1.236
C 0.260 0.654 -1.087
C -1.039 -0.140 -1.266
C -0.784 -1.403 -2.107
N 0.579 -1.847 -1.916
C 0.966 -2.668 -0.904
O 2.125 -2.746 -0.536
C -0.107 -3.514 -0.299
C -0.764 -4.466 -1.062
C -1.720 -5.300 -0.490
O -2.418 -6.235 -1.211
C -2.068 -6.448 -2.557
C -2.009 -5.182 0.878
O -2.930 -5.904 1.578
C -3.282 -7.204 1.161
C -1.331 -4.211 1.643
O -1.681 -4.173 2.956
C -1.024 -3.255 3.795
C -0.384 -3.388 1.054
C 1.559 -0.948 -2.496
C 1.114 0.514 -2.355
C 0.131 5.058 -0.122
C 0.323 6.369 0.262
H 2.210 10.078 3.046
H 3.967 9.777 2.869
H 3.008 10.421 1.499
H 3.361 6.098 1.725
H 3.032 3.755 1.047
H 1.773 2.189 0.076
H 0.829 0.253 -0.241
H -1.777 0.497 -1.756
H -1.431 -0.419 -0.287
H -1.479 -2.191 -1.824
H -0.914 -1.190 -3.172
H -0.517 -4.553 -2.107
H -1.018 -6.737 -2.662
H -2.702 -7.268 -2.893
H -2.269 -5.565 -3.172
H -3.943 -7.189 0.292
H -2.398 -7.805 0.931
H -3.806 -7.642 2.010
H -1.214 -2.220 3.490
H -1.441 -3.418 4.788
H 0.056 -3.433 3.823
H 0.157 -2.656 1.631
H 2.498 -1.124 -1.963
H 1.705 -1.203 -3.551
H 0.514 0.823 -3.213
H 1.991 1.161 -2.313
H -0.768 4.763 -0.636
H -0.425 7.118 0.051
*
```

Properties
energy relative to the best compared isomer or geometry (same formula, charge and spin)	2.662	eV
gap between HOMO and LUMO	8.60	eV

These are the natural (NBO) partial charges, in e, on atoms 1 to 2: C -0.258; O -0.511

=====

> Which formula does entry 3 have?

C35H50BrCrN3O7SSi3